[1]
A 4-piece molecular cluster, H8O4 overall. Source: the Open Molecules 2025 dataset; level of theory: the ωB97M-V functional and the def2-TZVPD basis.

## Properties
Energy above the lowest of the compared OMol25 structures with the same formula, charge and spin: 19.7 kcal per mole
SMILES: O.O.O.O
Electronic energy: -8319.8201 eV

Cartesian coordinates (Å):
O 3.86200 26.26200 4.36100
H 3.19100 26.53200 4.98600
H 4.68000 26.46800 4.89600
O 8.95800 25.22100 5.10300
H 9.58800 25.04300 4.37400
H 8.05000 25.09700 4.79600
O 5.49000 26.98900 6.34600
H 5.68300 27.88800 6.53300
H 6.16900 26.42800 6.70000
O 7.56000 25.78500 7.66100
H 8.12700 25.73200 6.88700
H 7.08000 24.97300 7.58800

Forces on the atoms, in the same order (eV/Å):
O 1.149 0.111 0.340
H -0.421 0.009 0.079
H -1.050 -0.193 -0.708
O 0.285 -0.054 -0.139
H -0.900 0.133 0.569
H 0.441 -0.070 -0.497
O -1.335 -0.635 -0.915
H 0.516 1.035 0.371
H 0.916 0.078 0.807
O 0.089 0.470 -0.183
H 0.787 0.172 -0.168
H -0.478 -1.056 0.444

Results of the natural (NBO) charge analysis, in e, for atoms 1 through 2: -0.98, 0.46



[2]
A 2-piece molecular cluster, C10H12O3Se overall. Source: the Open Molecules 2025 dataset; level of theory: the ωB97M-V functional and the def2-TZVPD basis.

## Properties
Energy above the lowest of the compared OMol25 structures with the same formula, charge and spin: 0.0 kcal per mole
Electronic energy: -82050.6740 eV

Cartesian coordinates (Å):
C 3.14415 2.13205 -0.57745
C 1.95532 1.79221 -1.20650
C 3.85225 1.17265 0.12877
C 1.47431 0.50059 -1.13674
C 3.37790 -0.12242 0.20579
C 2.18844 -0.46289 -0.42946
C -2.68840 -0.22932 -0.06553
C -4.21190 -0.66899 -1.79641
C -0.28310 -0.77299 2.64827
C -1.90178 -0.86065 0.96704
O -2.72392 0.95581 -0.32068
O -3.39892 -1.16508 -0.74421
O -1.12832 -0.12156 1.73269
Se 1.53917 -2.23544 -0.32726
H 3.51580 3.14400 -0.63776
H 1.39393 2.53775 -1.74797
H 4.77308 1.42946 0.62792
H 0.54728 0.23192 -1.61939
H 3.92326 -0.87505 0.75612
H -3.66323 0.07151 -2.38261
H -5.11028 -0.19805 -1.38892
H -4.47949 -1.52539 -2.40802
H 0.27938 0.00636 3.15849
H 0.40509 -1.44559 2.11714
H -0.85789 -1.35368 3.37486
H -1.92213 -1.93722 1.07180

Forces on the atoms, in the same order (eV/Å):
C -0.035 0.015 -0.036
C -0.074 0.146 -0.055
C 0.097 -0.026 0.076
C -0.073 0.070 -0.058
C 0.188 0.050 0.129
C -0.305 -0.671 0.029
C 0.095 0.213 0.063
C -0.068 0.308 -0.130
C 0.334 -0.424 0.208
C -0.205 -0.547 -0.374
O 0.030 -0.061 0.051
O 0.166 -0.212 0.213
O -0.162 0.810 -0.180
Se 0.039 0.227 -0.053
H 0.027 0.084 0.006
H -0.037 0.095 -0.054
H 0.126 0.072 0.035
H -0.080 -0.022 -0.031
H 0.017 -0.047 0.026
H -0.104 -0.101 0.010
H 0.064 -0.026 -0.065
H -0.008 -0.008 0.019
H -0.025 -0.090 -0.033
H -0.058 0.122 0.106
H -0.023 0.049 -0.034
H 0.076 -0.024 0.131

Results of the natural (NBO) charge analysis, in e, for atoms 1 through 2: -0.18, -0.21



[3]
C30H44N5O8Sr as an isolated structure. Source: the Open Molecules 2025 dataset; level of theory: the ωB97M-V functional and the def2-TZVPD basis.

## Properties
Energy above the lowest of the compared OMol25 structures with the same formula, charge and spin: 3.5 kcal per mole
Total charge: +1
Electronic energy: -56488.6041 eV

Cartesian coordinates (Å):
Sr 0.08772 0.17304 0.05241
C 3.29083 -0.49696 -1.25732
C 3.75725 -0.34525 0.17637
O 2.59206 -0.30197 0.98259
C 2.74950 0.26428 2.27133
C 2.80542 1.77683 2.18551
O 1.68416 2.20041 1.42885
C 1.76539 3.52492 0.95136
C 0.64143 3.71038 -0.04644
O 0.59474 2.66895 -1.01826
C 1.60948 2.69847 -2.02181
C 2.77534 1.78603 -1.71165
O 2.28480 0.46381 -1.58544
H 2.82388 -1.47192 -1.39125
H 4.14106 -0.40947 -1.94150
H 4.35468 0.56159 0.31198
H 4.38007 -1.20369 0.44960
H 3.64192 -0.12217 2.77279
H 1.86870 -0.04611 2.83498
H 3.72486 2.11484 1.69125
H 2.79027 2.20957 3.19210
H 2.74462 3.69899 0.48813
H 1.65157 4.25318 1.76333
H 0.73850 4.68557 -0.53412
H -0.31939 3.66390 0.46594
H 1.97091 3.72150 -2.16397
H 1.13808 2.36446 -2.94672
H 3.28283 2.09713 -0.79458
H 3.49657 1.84565 -2.53638
C -5.01736 1.36374 -2.25280
N -4.12854 0.42986 -1.58548
C -4.03257 -0.89375 -2.18735
C -3.27965 0.77510 -0.61052
O -2.46297 -0.00114 -0.12132
C -3.29243 2.22161 -0.09785
O -2.34697 2.37363 0.93430
C -2.83171 1.95996 2.19698
C -1.74558 1.22051 2.97230
O -0.75331 0.78819 2.39684
N -1.95146 1.03068 4.28614
C -3.07835 1.58788 5.01923
C -0.93745 0.32843 5.06107
H -5.97352 0.87399 -2.43565
H -4.60058 1.67553 -3.21427
H -5.20485 2.24550 -1.64784
H -5.00668 -1.38253 -2.16181
H -3.30928 -1.48851 -1.63920
H -3.70939 -0.79701 -3.22663
H -4.29337 2.51326 0.23403
H -2.99823 2.89704 -0.90345
H -3.68047 1.27644 2.08940
H -3.16743 2.83942 2.75249
H -3.97196 1.63890 4.40344
H -2.85743 2.58348 5.41192
H -3.30137 0.93198 5.85812
H -0.35478 -0.30468 4.39941
H -1.42955 -0.29040 5.80929
H -0.27197 1.03181 5.56700
C 0.40533 -3.23414 -3.60117
C 0.06584 -2.04521 -2.75258
N 0.30523 -1.97135 -1.49334
N 0.96934 -3.00196 -0.90082
C 0.94720 -2.88902 0.43357
O 0.29440 -2.04289 1.09877
C 1.81611 -3.86401 1.16326
C 1.88461 -3.79295 2.55098
C 2.71215 -4.65187 3.25816
C 3.47779 -5.59180 2.58106
C 3.41011 -5.67085 1.19639
C 2.58341 -4.81103 0.48876
C -0.60223 -0.87176 -3.36863
C -1.07783 -0.93816 -4.68062
C -1.70568 0.15818 -5.23988
C -1.85013 1.31249 -4.48362
C -1.34620 1.29740 -3.19310
N -0.73943 0.25061 -2.64143
H 1.04282 -3.90380 -3.03307
H 0.91627 -2.93757 -4.51902
H -0.49787 -3.78100 -3.88540
H 1.27354 -3.05811 3.05837
H 2.75650 -4.59291 4.33828
H 4.12213 -6.26495 3.13187
H 4.00122 -6.40756 0.66777
H 2.52144 -4.86658 -0.58853
H -0.95898 -1.84660 -5.25257
H -2.07471 0.11533 -6.25664
H -2.31974 2.20093 -4.88272
H -1.41066 2.18621 -2.57099

Forces on the atoms, in the same order (eV/Å):
Sr -0.032 -0.065 -0.002
C -0.033 0.031 -0.032
C -0.013 0.005 0.035
O 0.068 -0.064 -0.002
C -0.019 0.000 -0.046
C -0.014 0.036 -0.003
O 0.020 -0.040 -0.003
C -0.006 -0.025 0.008
C 0.010 -0.031 -0.008
O -0.027 0.009 -0.021
C -0.019 0.007 0.016
C -0.004 -0.051 0.005
O 0.069 0.046 -0.022
H -0.011 0.000 0.006
H -0.003 0.001 -0.006
H 0.012 0.003 -0.009
H -0.005 0.001 0.010
H -0.002 -0.014 0.002
H -0.002 -0.004 0.004
H 0.012 -0.003 0.016
H -0.005 0.014 -0.005
H -0.001 0.019 0.000
H 0.002 -0.003 0.010
H -0.017 0.000 -0.013
H 0.014 -0.002 0.012
H -0.005 0.004 -0.004
H -0.002 0.002 0.007
H 0.005 0.016 0.002
H 0.007 -0.004 0.002
C -0.032 -0.021 -0.009
N 0.023 0.014 0.044
C 0.005 0.007 -0.048
C 0.100 0.087 -0.015
O -0.061 -0.113 0.034
C 0.034 0.004 0.037
O -0.088 -0.068 0.005
C 0.048 0.090 0.006
C -0.041 -0.140 -0.059
O 0.130 0.118 -0.059
N -0.024 0.005 -0.031
C 0.007 -0.001 0.011
C -0.013 -0.016 0.016
H -0.004 0.012 -0.003
H 0.004 -0.014 -0.001
H 0.005 -0.001 0.006
H -0.008 0.008 0.001
H 0.001 0.011 0.013
H -0.007 -0.015 0.000
H 0.004 0.027 -0.004
H -0.018 0.000 -0.009
H 0.005 -0.019 0.019
H -0.020 0.001 -0.003
H -0.006 -0.011 -0.012
H 0.006 -0.001 -0.002
H -0.004 0.005 0.001
H -0.005 0.004 -0.008
H 0.009 0.000 0.003
H 0.000 0.001 -0.001
C -0.017 0.013 -0.012
C 0.010 0.031 -0.022
N -0.039 0.095 0.121
N 0.004 0.025 0.072
C -0.068 0.068 -0.159
O -0.009 0.039 0.029
C 0.002 -0.020 -0.007
C 0.003 -0.001 0.000
C -0.003 -0.003 -0.007
C -0.005 0.011 0.019
C -0.019 0.017 -0.009
C 0.035 -0.035 0.040
C 0.054 -0.057 0.043
C -0.009 -0.023 -0.024
C -0.029 0.040 -0.039
C 0.025 -0.050 0.028
C -0.017 0.005 -0.051
N 0.017 -0.008 0.084
H -0.009 -0.010 0.004
H -0.001 0.011 0.005
H 0.010 -0.008 -0.007
H 0.002 -0.001 -0.003
H 0.006 -0.008 0.001
H 0.000 0.000 -0.001
H -0.001 0.002 -0.002
H -0.010 0.009 -0.006
H 0.002 0.006 0.004
H 0.000 -0.004 0.002
H 0.000 0.003 -0.001
H 0.016 -0.007 0.008

Results of the Löwdin charge analysis, in e, for atoms 1 through 2: 1.55, -0.14



[4]
A 7-piece molecular cluster, C15H47N3O7 overall. Source: the Open Molecules 2025 dataset; level of theory: the ωB97M-V functional and the def2-TZVPD basis.

## Properties
Energy above the lowest of the compared OMol25 structures with the same formula, charge and spin: 38.7 kcal per mole
Total charge: +1
Electronic energy: -35106.8171 eV
2S+1: 2

Cartesian coordinates (Å):
C -5.02242 -0.76934 -4.67258
C -4.46698 -0.30593 -3.33949
C -3.02360 -0.54719 -3.04573
O -2.90024 -0.12076 -1.64817
C -1.54105 -0.09696 -1.29256
N -4.68436 1.18522 -3.30506
H -6.09680 -0.59949 -4.74288
H -4.77464 -1.79310 -4.95303
H -4.55818 -0.24067 -5.50511
H -5.06953 -0.64234 -2.49576
H -2.34810 -0.06641 -3.75330
H -2.80626 -1.61507 -3.06804
H -1.03315 -1.02163 -1.56664
H -1.58225 -0.00332 -0.20737
H -0.98824 0.78565 -1.61427
H -4.36780 1.31030 -2.35414
H -5.67792 1.33289 -3.41055
C 2.79288 -2.44821 -0.68130
C 2.99919 -3.53117 -1.77857
C 2.74690 -5.02544 -1.24394
O 3.12277 -5.99656 -2.17549
C 3.23231 -7.25027 -1.49703
N 1.94589 -3.34152 -2.81065
H 2.84482 -1.38740 -0.92639
H 3.51951 -2.63829 0.10861
H 1.88161 -2.59310 -0.10104
H 3.98563 -3.46730 -2.23789
H 1.69944 -5.07447 -0.94640
H 3.29409 -5.09663 -0.30393
H 3.77678 -7.82851 -2.24354
H 2.25500 -7.69301 -1.30483
H 3.91711 -7.21521 -0.64972
H 2.09306 -4.06548 -3.49936
H 1.03114 -3.53951 -2.43099
C -1.39788 3.15538 3.11275
C -0.59695 3.13650 4.42002
C -1.47935 3.04923 5.67766
O -1.94882 4.36036 5.99713
C -3.26912 4.36790 6.60211
N 0.32511 1.99920 4.44161
H -2.21599 3.87355 3.16782
H -1.79310 2.17481 2.84747
H -0.78298 3.49733 2.28025
H -0.05010 4.07882 4.45311
H -0.79163 2.79927 6.48553
H -2.12947 2.18253 5.79717
H -3.35669 3.94802 7.60417
H -4.09304 4.00776 5.98603
H -3.60324 5.39665 6.73678
H 0.64757 1.79830 5.37743
H -0.13783 1.12878 4.22216
O 2.79589 1.90573 -2.82279
H 3.38804 1.53177 -2.17030
H 2.37010 1.14758 -3.22295
C 0.62622 -0.45027 -4.41731
O 1.31925 -0.62565 -3.14516
H 0.42429 0.61029 -4.56745
H 1.23877 -0.74748 -5.26851
H -0.28569 -1.03104 -4.55597
H 1.41779 -1.54345 -2.88149
C 1.11306 2.13647 -0.02265
O 1.12730 0.73355 -0.24611
H 2.09412 2.48811 0.29669
H 0.92358 2.67181 -0.95303
H 0.45153 2.53517 0.74644
H 1.72809 0.57967 -0.97890
C 3.59490 2.48419 4.27816
O 2.69928 2.36127 3.15387
H 4.61488 2.24167 3.97996
H 3.64402 3.50570 4.65524
H 3.33406 1.83061 5.11057
H 1.85740 2.08012 3.51963

Forces on the atoms, in the same order (eV/Å):
C 0.332 -0.561 -0.733
C -0.183 1.706 -3.058
C -0.003 -0.481 1.904
O -0.498 -0.177 -2.807
C 0.525 0.331 1.932
N -0.675 -3.752 2.002
H 0.008 -0.208 0.063
H -0.325 -0.247 0.624
H 0.067 0.488 0.188
H -0.247 -0.197 0.569
H 0.097 0.458 0.245
H -0.106 -0.147 -0.170
H 0.072 0.113 -0.125
H 0.405 -0.212 0.020
H -0.081 -0.061 -0.580
H 1.005 1.929 0.683
H -0.339 1.087 -0.727
C 0.549 -1.341 0.860
C -2.160 -0.871 0.463
C 0.943 2.671 0.624
O -0.217 0.371 1.052
C 0.925 -0.249 -1.790
N 0.646 0.445 -0.526
H 0.149 -0.307 -0.582
H 0.448 0.235 -0.082
H -0.534 -0.098 -0.442
H -0.119 0.047 -0.054
H -0.412 -0.192 -0.203
H 0.411 -0.431 0.116
H -0.318 -0.584 0.117
H 0.063 0.044 0.323
H -0.418 0.270 0.379
H -0.048 0.013 -0.443
H -0.072 -0.245 0.477
C 0.222 0.257 -0.028
C -1.135 -0.762 -0.031
C 1.662 0.983 0.956
O -2.355 -0.860 0.223
C -0.020 1.145 -0.173
N 0.121 -0.463 -0.126
H -0.096 -0.079 0.224
H -0.099 -0.107 0.139
H 0.172 -0.116 0.046
H 0.195 -0.121 0.316
H 0.531 0.081 0.282
H -1.026 0.361 -0.910
H 0.532 -0.510 -0.057
H 0.412 -0.795 -0.427
H 0.670 0.348 -0.017
H 0.286 0.477 0.350
H -0.436 -0.030 -0.501
O -0.090 0.461 0.056
H 0.330 -0.024 0.082
H -0.105 -0.506 -0.069
C 1.034 -0.409 0.435
O -1.250 1.783 -1.141
H -0.110 0.004 0.349
H 0.382 -0.088 0.105
H -0.256 -0.059 0.564
H 0.375 -1.036 -0.672
C 1.102 0.994 -0.469
O -0.673 0.006 0.658
H 0.192 -0.101 0.127
H -0.275 0.027 -0.127
H -0.412 -0.972 0.011
H -0.095 0.047 -0.218
C -0.115 0.155 -0.677
O 1.690 0.134 0.423
H -0.082 -0.185 -0.211
H -0.242 0.186 0.020
H -0.160 -0.146 -0.015
H -0.768 0.073 0.185

Results of the Löwdin charge analysis, in e, for atoms 1 through 2: -0.03, -0.33